The following is a DFT calculation (the ωB97M-V functional and the def2-TZVPD basis) of C52H138F3N12O14Sr as an isolated structure at a distorted geometry.

Last column: Löwdin charge in e.
Atoms and positions in Å:
Sr  4.69583  9.86260  1.01243  1.532
C  5.39525  6.12311  1.07335  -0.477
O  4.25063  5.74627  0.33315  -0.090
O  5.37077  7.45035  1.23796  -0.313
C  5.54210  5.26122  2.34035  -0.538
F  5.85267  3.97974  2.07231  0.114
F  6.44116  5.74799  3.20425  0.141
F  4.34504  5.20749  2.97121  0.124
C  4.21482  4.53509  -0.38119  -0.257
C  2.86603  4.38079  -1.03757  -0.054
H  2.06217  4.01011  -0.39835  0.057
H  2.62121  5.31809  -1.53954  0.038
H  2.86352  3.60828  -1.81295  0.088
H  4.48878  3.65895  0.21822  0.112
H  4.97175  4.51599  -1.18241  0.107
H  6.26226  5.91765  0.41395  0.150
C  4.45919  2.15695  4.34550  -0.072
C  4.17078  1.15360  5.44034  -0.421
C  4.99879  1.35707  6.70910  -0.215
O  4.77699  0.26917  7.59665  -0.202
C  5.54184  0.39650  8.78768  -0.105
N  2.72789  1.21022  5.70242  0.045
H  3.75018  1.98684  3.53764  0.049
H  5.47893  2.08475  3.95692  0.066
H  4.30643  3.18297  4.69119  0.076
H  4.45161  0.15211  5.10498  0.148
H  4.77579  2.28626  7.24907  0.130
H  6.05569  1.27535  6.41313  0.116
H  5.47224  -0.59515  9.23309  0.089
H  5.07788  1.11056  9.47375  0.086
H  6.57690  0.65935  8.56047  0.084
H  2.50731  1.92775  6.38344  0.073
H  2.39070  0.33299  6.07981  0.071
C  8.26212  8.06372  5.56394  -0.062
C  8.75551  9.51528  5.40101  -0.415
C  9.76025  9.64267  4.27796  -0.215
O  10.10721  11.01258  4.18955  -0.178
C  10.91747  11.28619  3.05873  -0.103
N  7.57472  10.37431  5.22649  0.037
H  7.52687  7.94855  6.36531  0.075
H  9.04407  7.33224  5.78456  0.076
H  7.67919  7.76497  4.68486  0.063
H  9.23608  9.85245  6.32371  0.143
H  9.28390  9.28303  3.35420  0.102
H  10.64304  9.01144  4.40946  0.135
H  10.28708  11.47122  2.18277  0.075
H  11.71932  10.56266  2.91183  0.092
H  11.36963  12.26020  3.25967  0.089
H  7.13420  10.08274  4.34828  0.051
H  6.83901  10.09784  5.86957  0.055
C  1.49049  3.28519  -5.37650  -0.064
C  1.47124  2.22331  -6.46533  -0.441
C  1.61836  2.80522  -7.86459  -0.226
O  1.56298  1.77725  -8.83467  -0.182
C  1.37986  2.30255  -10.12584  -0.123
N  2.58921  1.29369  -6.27025  0.040
H  2.31174  3.99427  -5.52086  0.072
H  1.64704  2.84947  -4.38872  0.064
H  0.58950  3.89905  -5.32770  0.074
H  0.50998  1.69469  -6.45865  0.138
H  2.62910  3.23420  -7.91872  0.130
H  0.86309  3.57201  -8.06391  0.124
H  1.19953  1.49804  -10.83465  0.087
H  2.30413  2.77645  -10.48385  0.087
H  0.61203  3.07497  -10.20908  0.084
H  2.45073  0.50998  -6.90666  0.073
H  2.54634  0.81573  -5.37273  0.070
C  8.84551  1.87213  4.46695  -0.061
C  9.37067  2.75159  3.37071  -0.457
C  10.17346  3.96008  3.88986  -0.191
O  10.70004  4.72653  2.83234  -0.185
C  9.77857  5.46017  2.06608  -0.108
N  10.10550  1.98223  2.34937  0.054
H  8.15027  2.43474  5.08747  0.076
H  9.63888  1.39892  5.05745  0.085
H  8.38876  0.96392  4.06260  0.081
H  8.55371  3.22087  2.80803  0.101
H  11.00776  3.61362  4.50421  0.132
H  9.51817  4.57550  4.52114  0.123
H  8.92079  4.87609  1.71178  0.067
H  10.35238  5.88260  1.24709  0.092
H  9.27265  6.23677  2.65740  0.078
H  10.55282  2.60867  1.68340  0.070
H  10.91681  1.61716  2.85560  0.086
C  3.74559  -0.87603  -1.19106  -0.060
C  3.69797  0.45871  -0.44235  -0.444
C  2.25492  0.89108  -0.15088  -0.202
O  1.63745  1.20472  -1.38742  -0.195
C  0.31747  1.64526  -1.23541  -0.133
N  4.37324  0.24477  0.84645  0.054
H  4.72709  -1.33840  -1.28549  0.071
H  3.29649  -0.77543  -2.18129  0.072
H  3.13400  -1.58367  -0.62332  0.080
H  4.16949  1.18848  -1.11443  0.120
H  2.25955  1.78412  0.48443  0.100
H  1.77705  0.04808  0.35724  0.133
H  -0.36939  0.91254  -0.80304  0.094
H  -0.07253  1.95358  -2.20836  0.079
H  0.26274  2.57726  -0.65292  0.027
H  4.20256  1.04886  1.45760  0.043
H  5.37918  0.41452  0.69164  0.022
C  -0.13025  6.26545  -2.29029  -0.062
C  -1.37425  5.76457  -1.56794  -0.416
C  -2.67476  5.91864  -2.39149  -0.215
O  -2.77229  7.06171  -3.18669  -0.179
C  -3.04960  8.24833  -2.47294  -0.102
N  -1.24917  4.32158  -1.25914  0.051
H  -0.13488  6.13741  -3.37386  0.089
H  0.72447  5.64381  -1.98653  0.042
H  0.20222  7.26821  -2.01274  0.054
H  -1.41474  6.36477  -0.64783  0.119
H  -3.50330  5.80729  -1.67810  0.124
H  -2.70419  5.08205  -3.09028  0.133
H  -2.28532  8.53420  -1.74918  0.078
H  -4.03619  8.11783  -2.00661  0.092
H  -3.24472  9.04220  -3.19379  0.089
H  -2.12207  4.11792  -0.77222  0.078
H  -0.54451  4.23765  -0.52826  0.027
C  7.95507  2.85006  -0.73457  -0.048
C  7.51249  1.43018  -0.44143  -0.405
C  8.46338  0.33382  -0.92712  -0.186
O  8.51980  0.50868  -2.33221  -0.192
C  9.42680  -0.36471  -2.95194  -0.117
N  7.19076  1.23264  0.99296  0.040
H  8.93349  3.06821  -0.30036  0.072
H  7.22780  3.61581  -0.45627  0.050
H  8.04177  2.97198  -1.82044  0.074
H  6.55378  1.23074  -0.93407  0.119
H  8.07058  -0.63925  -0.62425  0.135
H  9.47179  0.54579  -0.54892  0.126
H  9.54338  -0.08160  -3.99616  0.088
H  9.10525  -1.41216  -2.90759  0.089
H  10.41334  -0.33148  -2.47109  0.086
H  8.10935  1.08341  1.42157  0.047
H  6.88781  2.07526  1.47112  0.043
C  4.02965  9.49354  4.44686  -0.036
C  2.86184  10.31948  3.86778  -0.394
C  2.31926  11.19742  4.99546  -0.206
O  1.22372  11.99263  4.57147  -0.185
C  1.08905  13.15553  5.36141  -0.102
N  3.36077  11.16518  2.76763  -0.072
H  4.78552  10.17716  4.83534  0.068
H  4.46757  8.83124  3.69160  0.059
H  3.69662  8.82164  5.23620  0.100
H  2.11713  9.64191  3.44986  0.126
H  3.13291  11.86270  5.31923  0.129
H  2.00739  10.65050  5.89045  0.140
H  0.09438  13.57271  5.23457  0.093
H  1.82540  13.90175  5.03118  0.091
H  1.30848  13.01168  6.42374  0.093
H  3.97232  11.85255  3.22482  0.101
H  2.59408  11.79234  2.50940  0.088
C  1.87936  12.25321  -1.61040  -0.043
C  2.52159  11.23113  -0.68791  -0.418
C  1.80040  9.83580  -0.70531  -0.169
O  2.45857  9.01562  0.23833  -0.334
C  1.83317  7.74868  0.49778  -0.044
N  3.92565  11.00595  -1.10470  -0.069
H  2.46995  13.17392  -1.55874  0.085
H  0.85842  12.52768  -1.34896  0.089
H  1.98857  11.96671  -2.65807  0.092
H  2.48694  11.58220  0.34580  0.105
H  1.76382  9.38386  -1.69870  0.114
H  0.77344  10.07379  -0.40338  0.138
H  0.79885  7.95370  0.77986  0.088
H  2.42470  7.24741  1.26063  0.095
H  1.86010  7.09875  -0.37964  0.075
H  4.41078  11.89870  -1.18533  0.097
H  3.83084  10.65477  -2.06628  0.060
C  8.52076  8.87894  0.59951  -0.065
C  7.89729  9.90520  -0.32503  -0.393
C  8.79626  10.13758  -1.54826  -0.201
O  8.07586  10.88244  -2.50495  -0.211
C  8.87344  11.17770  -3.65002  -0.074
N  6.53166  9.49676  -0.76841  -0.042
H  8.74531  7.92769  0.10349  0.085
H  7.88480  8.60316  1.44267  0.066
H  9.49291  9.22861  0.95514  0.077
H  7.84480  10.81401  0.28636  0.134
H  9.23493  9.22254  -1.95951  0.133
H  9.64091  10.74606  -1.19330  0.133
H  9.86517  11.49672  -3.33111  0.091
H  8.32461  11.82369  -4.32712  0.092
H  9.02219  10.24917  -4.21845  0.091
H  6.53040  9.95249  -1.68007  0.053
H  6.52848  8.50512  -1.00177  0.067
C  2.66916  7.51485  -3.76396  -0.042
C  4.01029  8.00693  -3.24562  -0.413
C  5.11553  7.01241  -3.50944  -0.181
O  6.38558  7.39779  -2.99199  -0.213
C  7.35786  6.40112  -3.17721  -0.098
N  4.28765  9.34373  -3.81957  0.048
H  2.71387  7.43650  -4.85090  0.095
H  1.93189  8.28044  -3.51306  0.068
H  2.31421  6.60963  -3.27598  0.054
H  3.91596  8.20996  -2.16334  0.126
H  5.19925  6.70292  -4.55945  0.142
H  4.91977  6.07505  -2.96528  0.119
H  7.06248  5.39667  -2.85102  0.082
H  8.25290  6.75506  -2.67062  0.085
H  7.60362  6.23492  -4.23533  0.096
H  5.29743  9.48794  -3.76156  0.070
H  4.12036  9.36712  -4.82380  0.086
C  1.58186  3.79042  2.72312  -0.053
C  0.09003  3.95872  2.87873  -0.413
C  -0.34813  5.42353  2.90362  -0.225
O  0.33270  6.19400  3.84930  -0.155
C  -0.04392  7.54653  3.81700  -0.108
N  -0.68446  3.25317  1.83061  0.056
H  1.93085  4.23164  1.78307  0.066
H  1.83813  2.73169  2.77797  0.068
H  2.15874  4.31134  3.48699  0.069
H  -0.16242  3.52377  3.85363  0.142
H  -1.42715  5.42666  3.12567  0.130
H  -0.19738  5.83091  1.88865  0.119
H  0.51735  8.07040  3.03284  0.053
H  0.25306  8.04533  4.73915  0.089
H  -1.09966  7.74824  3.62234  0.096
H  -0.98266  2.36414  2.22394  0.088
H  -1.57700  3.74867  1.79559  0.064

**Total charge**: +1
**Orbital gap**: 0.2717 Eh
**LUMO energy**: -0.0992 hartree
**DFT total energy**: -111688.3292 eV
**Highest occupied orbital energy**: -10.09 eV